1.
Computed, not measured: a 2-piece molecular cluster, CH7N3 overall, with the ωB97M-V functional and the def2-TZVPD basis.

Last column: natural (NBO) charge in e.
Cartesian coordinates (Å):
1 H 2.881857 0.054972 -1.465524  0.3382
2 N 2.282118 0.677818 -0.935670  -0.7180
3 C 1.335485 -0.010133 -0.437364  0.2729
4 N 0.315353 0.538022 0.265579  -0.8130
5 H 1.239834 -1.085600 -0.599403  0.1425
6 H -0.327244 -0.000876 0.813012  0.3806
7 H 0.425934 1.484927 0.593311  0.3932
8 N -3.150365 -0.977023 0.802589  -1.0633
9 H -3.636462 -0.089092 0.717543  0.3613
10 H -2.958303 -1.263402 -0.149050  0.3601
11 H -2.280835 -0.850221 1.299631  0.3456

Atoms 1-6, force components in eV/Å:
0.14 0.12 -0.02
-0.10 -0.10 0.14
0.21 -0.29 -0.43
-0.38 0.66 0.53
-0.11 -0.05 0.11
0.17 -0.35 -0.16

gap between HOMO and LUMO	10.11	eV
highest occupied orbital energy	-9.4	eV
2S+1	1
SMILES	[H]/N=C/N.N

2.
Computed, not measured: a 2-piece molecular cluster, CHClN4OP overall at a distorted geometry, with the ωB97M-V functional and the def2-TZVPD basis.

Last column: natural (NBO) charge in e.
Cartesian coordinates (Å):
1 C -1.077269 -0.432778 -1.061029  -0.0359
2 N 0.312021 -0.103696 -2.657274  -0.1271
3 N -0.913615 -0.544523 -2.361457  -0.4427
4 N 0.081955 0.056910 -0.551280  -0.4608
5 N 0.961744 0.264755 -1.579465  -0.1761
6 O -3.584552 -2.491240 1.727799  -1.0294
7 P -3.003619 -1.089637 1.671177  1.2535
8 Cl -1.348405 -1.238429 2.777609  -0.3724
9 H 0.253951 0.479936 0.324973  0.3908

Atoms 1-6, force components in eV/Å:
-1.71 -0.28 2.65
1.95 0.50 1.03
-0.12 -0.06 -0.24
-0.04 -0.40 -2.62
-0.58 0.06 -0.94
0.71 2.46 -0.32

gap between HOMO and LUMO (alpha / beta)	6.87 / 6.88	eV
total charge	-1
highest occupied orbital energy (alpha / beta)	-4.1 / -4.1	eV
2S+1	1

Number 1: E -206.5559 hartree. Number 2: E -1134.5350 hartree.